Record 1
The following is a quantum chemistry calculation of a cluster of 9 separate species, C26H60FO11PS in total at a distorted geometry, from OMol25.

As for the LUMO energy: -1.2280 eV. The maximum force is 1.1 eV/Å. As for the SMILES: CC[C@@H](F)C1=C([PH2]=S)C(=O)C(C)=C(O)C1=O.CCO.CCO.CCO.CCO.CCO.CCO.CCO.CCO. The calculation puts the total energy at -73296.2928 eV. The calculation puts the gap between HOMO and LUMO at 7.15 eV.

The geometry in ORCA input format:
```
! RIJCOSX wB97M-V def2-TZVPD def2/J DEFGRID3
* xyz 0 1
C 2.9939 -0.7684 0.3477
C 1.8215 -0.2381 -0.4799
C 0.8258 -1.3018 -0.9557
F 1.4417 -2.5211 -1.2691
C -0.2731 -1.4909 0.0512
C -0.3259 -2.3134 1.1122
P 0.9361 -3.5108 1.6230
S 1.4199 -3.4180 3.5100
C -1.5357 -2.2841 1.9894
O -1.8989 -3.2779 2.5889
C -2.2847 -1.0059 2.0864
C -3.1086 -0.7370 3.3078
C -2.2228 -0.1790 1.0320
O -2.8361 1.0356 0.9860
C -1.4418 -0.5663 -0.1697
O -1.7288 -0.1602 -1.2734
H 3.7509 0.0012 0.4512
H 2.6525 -1.0398 1.3504
H 3.3986 -1.6717 -0.1095
H 2.1664 0.3674 -1.3159
H 1.2570 0.4565 0.1554
H 0.3573 -0.9395 -1.8725
H 0.4015 -4.7517 1.2512
H 2.0154 -3.3269 0.7668
H -4.1123 -0.4234 3.0139
H -3.2002 -1.6485 3.8949
H -2.6668 0.0593 3.9059
H -3.6068 1.0437 0.3930
C -0.5356 4.7910 0.8001
C 0.0955 3.4620 0.4287
O -0.0297 2.4985 1.4692
H -0.0845 5.1848 1.7112
H -0.4092 5.5229 0.0010
H -1.6062 4.6694 0.9850
H 1.1649 3.5808 0.2587
H -0.3521 3.0742 -0.4933
H -0.9717 2.3573 1.6204
C 5.3920 0.0494 -4.2102
C 3.9263 0.4240 -4.1298
O 3.6626 1.3706 -3.0930
H 5.7307 -0.3591 -3.2573
H 5.5548 -0.6911 -4.9932
H 6.0040 0.9279 -4.4322
H 3.3217 -0.4513 -3.8972
H 3.5838 0.8238 -5.0894
H 4.1764 2.1628 -3.2756
C 1.6012 -0.6446 -7.6336
C 3.1114 -0.5574 -7.7439
O 3.7690 -1.5209 -6.9250
H 1.2883 -0.5100 -6.5977
H 1.1190 0.1179 -8.2464
H 1.2455 -1.6229 -7.9650
H 3.4634 0.4143 -7.3997
H 3.4271 -0.6774 -8.7856
H 3.4916 -2.3949 -7.2159
C -4.9130 4.7358 -1.6526
C -5.5026 3.5713 -0.8843
O -4.4985 2.8483 -0.1662
H -4.1566 4.3811 -2.3525
H -5.6856 5.2622 -2.2128
H -4.4345 5.4467 -0.9734
H -5.9614 2.8640 -1.5681
H -6.2717 3.9188 -0.1857
H -4.0761 3.4495 0.4549
C -9.0141 1.2951 -4.3186
C -7.8618 1.6568 -3.4016
O -7.4538 3.0153 -3.5545
H -8.7404 1.4730 -5.3586
H -9.2907 0.2465 -4.2036
H -9.8924 1.9052 -4.0950
H -6.9833 1.0570 -3.6355
H -8.1322 1.4648 -2.3570
H -8.2076 3.5751 -3.3440
C 4.5841 2.3034 4.5468
C 4.4169 0.8283 4.2372
O 4.4031 0.5727 2.8338
H 3.7767 2.8776 4.0911
H 4.5753 2.4756 5.6239
H 5.5287 2.6789 4.1435
H 3.4689 0.4638 4.6275
H 5.2200 0.2500 4.7031
H 5.2418 0.8714 2.4695
C 6.1435 -0.9319 7.5416
C 5.4579 0.1004 8.4163
O 4.1565 0.4213 7.9302
H 6.2179 -0.5651 6.5187
H 7.1464 -1.1655 7.9020
H 5.5661 -1.8589 7.5193
H 6.0168 1.0352 8.4230
H 5.3897 -0.2585 9.4489
H 3.6397 -0.3903 7.9251
C -1.9709 -6.9187 0.5434
C -3.4665 -6.6723 0.6235
O -3.8218 -5.9008 1.7627
H -1.6207 -7.4204 1.4456
H -1.7180 -7.5330 -0.3224
H -1.4326 -5.9712 0.4601
H -4.0045 -7.6146 0.7194
H -3.8168 -6.1777 -0.2904
H -3.3587 -5.0577 1.7032
*
```

Atom charges from the Löwdin analysis, given in e for atoms 1 to 99: -0.08, -0.15, -0.27, -0.04, -0.07, -0.24, 0.41, 0.13, -0.36, 0.08, -0.10, 0.00, -0.20, 0.05, -0.26, 0.15, 0.06, 0.06, 0.07, 0.09, 0.11, 0.15, -0.03, -0.02, 0.09, 0.08, 0.10, 0.11, -0.09, -0.32, -0.09, 0.08, 0.07, 0.06, 0.11, 0.11, 0.06, -0.08, -0.32, -0.09, 0.08, 0.06, 0.07, 0.11, 0.09, 0.08, -0.09, -0.32, -0.09, 0.07, 0.07, 0.07, 0.10, 0.11, 0.08, -0.08, -0.29, -0.09, 0.08, 0.07, 0.07, 0.09, 0.11, 0.08, -0.09, -0.33, -0.09, 0.08, 0.07, 0.07, 0.11, 0.11, 0.08, -0.08, -0.31, -0.09, 0.07, 0.07, 0.07, 0.12, 0.09, 0.08, -0.09, -0.32, -0.09, 0.05, 0.07, 0.08, 0.11, 0.11, 0.08, -0.09, -0.33, -0.08, 0.08, 0.07, 0.05, 0.11, 0.11


Record 2
The following is a quantum chemistry calculation of a structure of composition C42H45N8NiO at a distorted geometry, from OMol25.

As for the LUMO energy (spin up / spin down): -0.0737 / 0.0224 eV. The maximum force is 3.4 eV/Å. The calculation puts the total energy at -99290.2924 eV. Its energy above the lowest of the compared OMol25 structures with the same formula, charge and spin is 0.0 kcal per mole. The calculation puts the gap between HOMO and LUMO (spin up / spin down) at 2.97 / 7.41 eV.

The geometry in ORCA input format:
```
! RIJCOSX wB97M-V def2-TZVPD def2/J DEFGRID3
* xyz 0 4
Ni -2.3539 -0.1378 -1.0871
C 1.8867 -0.0092 0.0233
C 0.6070 -0.3530 0.6890
O -0.5611 0.0590 0.0124
H 1.8852 1.0027 -0.3819
H 1.9969 -0.7383 -0.7794
H 2.8354 -0.1034 0.5518
H 0.6324 0.0866 1.6861
H 0.5747 -1.4342 0.8230
N -1.9599 1.0634 6.2200
C -0.8295 0.7621 5.4996
C -0.8809 -0.0176 4.3705
C -2.1371 -0.5889 4.0478
C -3.2843 -0.2155 4.6971
C -3.1448 0.6437 5.7650
H 0.0777 1.1230 5.9612
H 0.0327 -0.3006 3.8688
H -2.1522 -1.3129 3.2465
H -4.2630 -0.5376 4.3734
H -4.0111 0.9187 6.3482
N 0.5376 6.4623 0.0381
C 0.8761 5.1560 -0.0503
C 2.1899 4.7702 -0.1752
C 3.1703 5.7301 -0.4984
C 2.7808 7.0686 -0.5502
C 1.5042 7.3798 -0.1851
H 0.1148 4.4167 0.1505
H 2.3791 3.7069 -0.1739
H 4.2094 5.5095 -0.6932
H 3.4494 7.8794 -0.7989
H 1.1693 8.4049 -0.1256
N -1.4865 -1.6611 -2.3233
C -0.2449 -1.4483 -2.8963
C 0.4492 -2.4018 -3.6601
C -0.1466 -3.6835 -3.8699
C -1.4607 -3.8418 -3.4096
C -2.0657 -2.8635 -2.6645
H 0.1834 -0.4780 -2.6923
H 1.4277 -2.1737 -4.0562
H 0.2643 -4.4472 -4.5135
H -2.1235 -4.6569 -3.6602
H -3.0705 -3.0616 -2.3215
N -3.3555 1.3730 0.0647
C -2.9680 1.7116 1.3497
C -3.5576 2.7291 2.0980
C -4.4808 3.5592 1.5066
C -4.9743 3.2103 0.2249
C -4.3643 2.1398 -0.4071
H -2.1816 1.1160 1.7891
H -3.1222 3.0673 3.0267
H -4.8375 4.4705 1.9635
H -5.6812 3.7868 -0.3534
H -4.7777 1.8870 -1.3723
N -1.7555 1.2403 -2.5158
C -1.8794 1.1809 -3.8908
C -1.3086 2.0633 -4.8130
C -0.5990 3.1531 -4.2955
C -0.5503 3.3344 -2.9462
C -1.1493 2.3847 -2.1000
H -2.3923 0.3115 -4.2749
H -1.3595 1.8447 -5.8695
H 0.0632 3.8266 -4.8192
H -0.0283 4.1869 -2.5372
H -1.1956 2.5392 -1.0321
N 3.4574 -3.1599 2.2698
C 2.7553 -2.1929 2.9725
C 3.4024 -0.9968 3.3539
C 4.7373 -0.6892 3.0296
C 5.4038 -1.7187 2.2980
C 4.7217 -2.9025 1.9500
H 1.7241 -2.4756 3.1244
H 2.8456 -0.2907 3.9520
H 5.3523 0.1409 3.3445
H 6.4422 -1.5574 2.0488
H 5.2678 -3.6563 1.4023
N -3.0907 -1.6137 0.3982
C -4.3473 -1.5755 1.0499
C -4.8351 -2.5987 1.8601
C -4.0145 -3.6885 2.1164
C -2.8035 -3.7175 1.4889
C -2.3119 -2.6971 0.7220
H -4.9526 -0.6813 1.0654
H -5.7616 -2.6252 2.4146
H -4.2613 -4.4513 2.8401
H -2.1351 -4.4950 1.8281
H -1.3371 -2.7108 0.2571
N 4.1122 -2.7751 -4.3094
C 4.6148 -3.9975 -4.4634
C 5.1694 -4.8068 -3.4271
C 5.1349 -4.2639 -2.1218
C 4.4219 -3.0697 -1.8710
C 3.9634 -2.4062 -2.9918
H 4.8290 -4.3606 -5.4577
H 5.7125 -5.7076 -3.6722
H 5.4893 -4.8974 -1.3221
H 4.2847 -2.6670 -0.8783
H 3.4064 -1.4884 -2.8743
*
```

Atomic charges from the Löwdin analysis, expressed in e, are listed below: 0.68, -0.10, -0.44, -0.35, 0.06, 0.05, 0.05, 0.07, 0.08, 0.05, -0.14, -0.06, -0.07, -0.08, -0.17, 0.10, 0.08, 0.09, 0.10, 0.10, 0.06, -0.17, -0.07, -0.05, -0.09, -0.16, 0.09, 0.09, 0.10, 0.10, 0.10, -0.05, -0.15, -0.07, -0.09, -0.12, -0.18, 0.08, 0.06, 0.08, 0.09, 0.09, 0.01, -0.08, -0.05, -0.05, -0.05, -0.14, 0.09, 0.11, 0.11, 0.10, 0.11, 0.00, -0.10, -0.04, -0.07, -0.05, -0.09, 0.11, 0.11, 0.11, 0.09, 0.09, 0.05, -0.11, -0.09, -0.06, -0.07, -0.19, 0.10, 0.09, 0.10, 0.09, 0.09, -0.01, -0.14, -0.11, -0.12, -0.12, -0.16, 0.08, 0.10, 0.10, 0.10, 0.09, 0.06, -0.16, -0.06, -0.07, -0.06, -0.16, 0.09, 0.09, 0.09, 0.08, 0.09


Record 3
The following is a quantum chemistry calculation of a structure of composition C22H28Cl5N4O3RbS2, from OMol25.

As for the LUMO energy: 3.7991 eV. The maximum force is 1.0 eV/Å. The calculation puts the total energy at -120310.6993 eV. Its energy above the lowest of the compared OMol25 structures with the same formula, charge and spin is 25.8 kcal per mole. The calculation puts the gap between HOMO and LUMO at 5.68 eV.

The geometry in ORCA input format:
```
! RIJCOSX wB97M-V def2-TZVPD def2/J DEFGRID3
* xyz -2 1
Rb -0.3302 -0.4788 0.4636
C 4.4304 4.5115 -1.1147
C 4.7394 3.0205 -1.0315
N 4.1043 2.3568 0.0823
C 2.7459 2.0626 0.1108
S 2.0925 1.7112 1.6582
N 2.1685 2.1882 -1.0776
N 0.8844 1.7024 -1.1548
C 0.2230 2.2094 -2.1358
C 0.7590 3.3201 -2.9940
C -1.1118 1.6290 -2.4806
C -1.6150 1.7771 -3.7793
C -2.8471 1.2385 -4.0983
C -3.5584 0.5659 -3.1200
C -2.9768 0.4482 -1.8656
N -1.7970 0.9628 -1.5493
H 4.8920 4.9677 -1.9958
H 4.7941 5.0402 -0.2302
H 3.3528 4.6588 -1.1785
H 5.8185 2.8576 -0.9406
H 4.4078 2.5294 -1.9456
H 4.4559 2.5609 1.0039
H 1.2974 4.0293 -2.3677
H -0.0407 3.8399 -3.5225
H 1.4846 2.9555 -3.7293
H -1.0332 2.2934 -4.5291
H -3.2424 1.3409 -5.1028
H -4.5303 0.1307 -3.3142
H -3.4887 -0.0816 -1.0681
Cl -4.5371 1.9963 7.0719
C -3.7681 1.8588 5.5186
C -3.3791 0.6171 5.0154
Cl -3.6797 -0.8115 5.9629
C -2.7679 0.5048 3.7858
Cl -2.2988 -1.0436 3.1506
C -2.4862 1.6322 2.9322
O -1.9429 1.5300 1.8230
C -2.9148 2.8913 3.4992
Cl -2.6331 4.2914 2.5223
C -3.5235 2.9864 4.7308
Cl -4.0089 4.5488 5.3324
C -1.9171 -4.1429 -2.4710
S -0.7954 -3.5275 -1.1750
C -2.1112 -3.4822 0.0552
O -0.6172 -2.1046 -1.6769
H -2.6884 -3.3969 -2.6597
H -2.3574 -5.0976 -2.1729
H -1.3201 -4.2848 -3.3708
H -2.2860 -4.5060 0.3885
H -3.0029 -3.0755 -0.4245
H -1.8193 -2.8807 0.9084
C 2.0318 -3.7647 2.4448
C 1.7793 -3.4882 0.9540
C 2.0383 -4.7952 0.1795
C 2.7886 -2.4321 0.4675
O 0.4925 -3.0307 0.7832
H 3.0638 -4.0755 2.6509
H 1.3536 -4.5503 2.7889
H 1.8192 -2.8603 3.0175
H 3.0305 -5.1997 0.4176
H 1.9907 -4.6406 -0.9000
H 1.2874 -5.5453 0.4444
H 3.8320 -2.7611 0.5576
H 2.6791 -1.5055 1.0368
H 2.5896 -2.2025 -0.5820
*
```

Atomic charges from the Löwdin analysis, expressed in e, are listed below: 0.79, -0.11, -0.29, -0.07, -0.90, 0.44, -0.04, 0.01, -0.29, -0.06, -0.21, -0.04, -0.09, -0.08, -0.14, 0.06, 0.06, 0.06, 0.05, 0.10, 0.09, 0.07, 0.06, 0.06, 0.08, 0.09, 0.09, 0.09, 0.11, 0.58, -0.75, -0.71, 0.62, -0.59, 0.68, -0.54, -0.16, -0.61, 0.66, -0.71, 0.60, -0.29, 0.82, -0.26, -0.66, 0.04, 0.04, 0.03, 0.06, 0.05, -0.01, -0.06, -0.80, -0.08, -0.06, -0.48, 0.07, 0.07, 0.08, 0.06, 0.06, 0.07, 0.07, 0.06, 0.08